Entry 1:
{
  "formula": "C13H21N3O2SSe2Ti",
  "method": "ωB97M-V with the def2-TZVPD basis set",
  "species": ["Se", "Se", "Ti", "S", "O", "O", "N", "N", "N", "C", "C", "C", "C", "C", "C", "C", "C", "C", "C", "C", "C", "C", "H", "H", "H", "H", "H", "H", "H", "H", "H", "H", "H", "H", "H", "H", "H", "H", "H", "H", "H", "H", "H"],
  "positions_angstrom": [[1.0136, -0.6018, -2.6312], [-1.7451, 0.2739, -0.6120], [0.7915, -0.5900, 0.0103], [3.1440, -0.9159, -0.0825], [0.0813, -0.8929, 1.5333], [0.6310, -2.7335, -0.3889], [4.1732, 1.0845, -1.4597], [2.2558, 1.6270, -0.3085], [1.2431, 1.1504, 0.4834], [-1.7980, 0.2360, -2.5933], [-0.8471, 2.1454, 3.3147], [0.1222, -3.5752, 0.6537], [-2.1368, 0.2881, 4.1301], [0.8161, 1.8446, 1.5102], [0.3057, -2.2723, -3.3680], [-1.6409, 2.2254, -0.4991], [3.1601, 0.7554, -0.6332], [-0.5159, -0.0709, 2.3746], [-0.1891, 1.3208, 2.3826], [-0.4595, 0.5667, -3.2345], [-1.4701, -0.5611, 3.2725], [-1.8211, 1.6457, 4.1500], [-2.3418, 2.2977, 4.8338], [4.3476, 2.0605, -1.6405], [-0.5970, 3.1966, 3.3404], [-0.9379, -3.3408, 0.7771], [-2.1499, -0.7598, -2.8755], [-2.5431, 0.9722, -2.9081], [-2.4339, 2.6278, -1.1300], [-1.8146, 2.5184, 0.5353], [0.0650, -2.1201, -4.4187], [-2.8981, -0.1093, 4.7849], [1.0967, -3.0169, -3.2923], [-0.6608, 2.5829, -0.8245], [0.6478, -3.3843, 1.5971], [-0.1371, 1.5852, -2.9934], [-0.5186, 0.4675, -4.3223], [4.9576, 0.4544, -1.5078], [0.2333, -4.6265, 0.3710], [-1.6707, -1.6235, 3.2654], [1.2420, 2.8289, 1.6976], [1.5724, -2.9690, -0.4892], [-0.5722, -2.5918, -2.8060]],
  "mulliken_spin": [0.00, 0.00, 0.85, -0.02, 0.00, -0.01, 0.00, 0.00, -0.09, 0.00, 0.04, 0.01, 0.04, 0.16, 0.00, 0.02, 0.00, 0.06, 0.00, 0.00, -0.02, -0.02, 0.00, 0.00, 0.00, 0.00, 0.00, 0.00, 0.00, 0.00, 0.00, 0.00, 0.00, 0.00, 0.00, 0.00, 0.00, 0.00, 0.00, 0.00, 0.00, 0.00, 0.00],
  "gap_ha": [0.2798, 0.2954],
  "spin_multiplicity": 2,
  "max_force_ev_per_a": 4.85,
  "charge": 1,
  "lumo_ev": [-2.9, -3.4]
}

---

Entry 2:
{
  "formula": "C13H21N4O6P",
  "method": "ωB97M-V with the def2-TZVPD basis set",
  "species": ["P", "O", "O", "O", "O", "O", "O", "N", "N", "N", "N", "C", "C", "C", "C", "C", "C", "C", "C", "C", "C", "C", "C", "C", "H", "H", "H", "H", "H", "H", "H", "H", "H", "H", "H", "H", "H", "H", "H", "H", "H", "H", "H", "H", "H"],
  "positions_angstrom": [[-0.3366, 0.2730, -2.5560], [0.7088, -1.6238, 0.8453], [0.2242, -0.9762, -3.3722], [-0.9318, 1.2683, -3.6475], [0.2734, -2.5745, -1.2005], [0.9055, 1.3638, 2.3667], [-1.4505, -0.1722, -1.7129], [-0.3561, 1.3607, 0.4251], [3.0437, 4.6328, -2.4485], [1.1079, 3.9393, -1.7636], [0.9706, 4.0654, -3.0845], [0.0757, 3.3205, -0.8888], [-0.0148, -1.5548, 2.0800], [0.0178, -4.0217, 2.5436], [-1.2122, -3.0386, 0.5913], [-0.8698, -2.8389, 2.0728], [-0.0515, -2.3244, -0.0524], [-2.0613, -2.8626, 2.9791], [0.6322, 1.9683, -0.3986], [-0.8066, -0.2937, 2.1706], [2.3963, 4.3198, -1.3639], [0.9927, 0.9775, -1.5423], [-0.0305, 0.8896, 1.7114], [2.1347, 4.4422, -3.4723], [-1.5936, 0.7114, -4.0912], [-1.1072, -0.1339, 3.2293], [1.5168, 2.1611, 0.2007], [0.4160, -1.6075, -2.6586], [2.7826, 4.4392, -0.3835], [-2.1449, -2.5693, 0.3089], [1.6793, 1.4019, -2.2457], [1.5270, 0.1284, -1.0969], [0.9338, -4.1366, 1.9821], [-1.2757, -4.0979, 0.2688], [-0.1918, 3.9181, -0.0292], [-0.5013, -4.9849, 2.4557], [-2.8383, -2.1386, 2.7088], [-1.7015, -0.3790, 1.5553], [-1.7205, -2.6211, 3.9831], [-1.1402, 0.8797, -0.0300], [2.3691, 4.5549, -4.5092], [0.3609, -3.8822, 3.6061], [-0.8369, 3.1626, -1.4798], [-2.5734, -3.8183, 3.0300], [0.6780, -1.5278, 2.9135]],
  "nbo_charge": [2.35, -0.49, -0.99, -0.96, -0.63, -0.62, -1.17, -0.66, -0.47, -0.20, -0.26, -0.22, 0.11, -0.61, -0.54, -0.07, 0.85, -0.61, -0.05, -0.53, 0.15, -0.83, 0.70, 0.12, 0.51, 0.25, 0.24, 0.53, 0.22, 0.25, 0.26, 0.28, 0.22, 0.26, 0.22, 0.22, 0.21, 0.21, 0.21, 0.44, 0.20, 0.21, 0.23, 0.23, 0.22],
  "gap_ha": 0.3726,
  "de_lowest_ev": 0.483,
  "max_force_ev_per_a": 3.23,
  "lumo_ev": 0.5,
  "smiles": "CC1(C)CC(=O)O[C@H]1CC(=O)N[C@H](Cn1cncn1)CP(=O)(O)O"
}

---

Entry 3:
{
  "formula": "C13H22AlF5N2O2PS",
  "method": "ωB97M-V with the def2-TZVPD basis set",
  "species": ["S", "P", "Al", "F", "F", "F", "F", "F", "O", "O", "N", "N", "C", "C", "C", "C", "C", "C", "C", "C", "C", "C", "C", "C", "C", "H", "H", "H", "H", "H", "H", "H", "H", "H", "H", "H", "H", "H", "H", "H", "H", "H", "H", "H", "H", "H", "H"],
  "positions_angstrom": [[-1.3657, -2.1082, 1.5619], [1.7484, -1.3135, 0.2137], [1.9867, -0.3512, 5.8006], [1.0022, 0.5342, 4.7274], [-2.3714, 1.4757, 0.5616], [2.6268, -1.6545, 4.9215], [3.2384, 0.6283, 6.3626], [1.0583, -0.9234, 7.0857], [-0.4417, 2.0778, -4.0905], [0.4132, 0.6060, -0.9836], [-0.3062, -2.2776, -2.5233], [-3.3609, -0.9559, -1.1245], [1.5641, -3.1653, 0.1559], [-1.2612, -0.6624, 0.4167], [-0.5425, 1.2958, -1.7966], [0.0639, -0.6600, -0.4801], [-1.5627, 0.6122, 1.2967], [-2.5306, 2.8435, -5.0522], [2.3279, -3.8951, 1.2750], [0.2247, 2.1094, -2.8435], [-0.4131, 1.3970, 1.8827], [-1.1795, 3.2324, -4.4402], [-2.4409, -0.8205, -0.4553], [1.7713, -0.8597, 1.9681], [-0.1592, -1.5849, -1.6208], [-2.1868, 0.2517, 2.1150], [1.8683, 0.2189, 2.0696], [3.3523, -4.1125, 0.9679], [-2.6073, 1.7599, -5.1347], [2.0143, -3.4259, -0.8050], [-2.6363, 3.2546, -6.0587], [0.9226, -1.1791, 2.5707], [2.6631, -1.2846, 2.4327], [-0.0538, 0.9386, 2.8074], [-0.8009, 2.3824, 2.1472], [-1.3399, 3.8763, -3.5683], [-0.6102, 3.8327, -5.1611], [0.3482, 3.1447, -2.5067], [-3.3668, 3.2268, -4.4666], [0.5291, -3.4908, 0.1008], [2.3534, -3.3532, 2.2183], [-1.8894, -2.9552, 0.6662], [1.2256, 1.6883, -2.9630], [-1.1217, 1.9624, -1.1566], [0.4224, 1.5289, 1.1990], [-1.2112, 0.6130, -2.3275], [1.8518, -4.8586, 1.4698]],
  "nbo_charge": [0.05, 0.85, 2.16, -0.79, -0.37, -0.79, -0.78, -0.78, -0.54, -0.54, -0.31, -0.31, -0.72, -0.31, -0.12, -0.08, 0.22, -0.64, -0.62, -0.07, -0.68, -0.06, 0.29, -0.98, 0.26, 0.19, 0.26, 0.21, 0.23, 0.23, 0.20, 0.24, 0.28, 0.28, 0.23, 0.16, 0.16, 0.16, 0.21, 0.22, 0.23, 0.14, 0.20, 0.20, 0.23, 0.20, 0.21],
  "gap_ha": 0.3301,
  "max_force_ev_per_a": 0.50,
  "charge": -1,
  "lumo_ev": 2.5
}

---

Entry 4:
{
  "formula": "C13H22AlN5O2S",
  "method": "ωB97M-V with the def2-TZVPD basis set",
  "species": ["S", "Al", "O", "O", "N", "N", "N", "N", "N", "C", "C", "C", "C", "C", "C", "C", "C", "C", "C", "C", "C", "C", "H", "H", "H", "H", "H", "H", "H", "H", "H", "H", "H", "H", "H", "H", "H", "H", "H", "H", "H", "H", "H", "H"],
  "positions_angstrom": [[1.0119, -1.7561, -2.3613], [0.8585, -0.7705, -0.3624], [3.1449, -0.2796, 2.8291], [1.5663, -0.6650, 1.2661], [-1.6293, 3.0417, -0.5156], [-0.2614, 0.8944, -0.4769], [3.0867, 0.0326, -0.6262], [-0.5059, -2.1577, -0.2828], [3.5861, 0.0708, 0.6765], [-0.3494, -2.5258, -1.5797], [2.2839, -0.7194, 3.9176], [-2.2740, 2.0892, 0.3743], [-1.2024, -3.4408, -2.1835], [-1.5595, 2.4970, -1.8644], [-1.4846, -2.7181, 0.4566], [-1.4805, 0.7570, 0.3851], [-0.2961, 3.3495, -0.0301], [-2.3442, -3.6441, -0.0756], [0.5517, 2.0512, 0.0232], [-0.7014, 1.2027, -1.8754], [2.7327, -0.3180, 1.6212], [-2.2129, -3.9962, -1.4221], [1.3033, -0.2576, 3.8411], [0.1590, 4.0839, -0.6934], [-1.1324, 3.2499, -2.5256], [-2.3342, 2.5267, 1.3704], [-2.0875, -0.0520, -0.0168], [-1.2672, 0.3504, -2.2520], [3.3298, 0.8851, -1.1241], [-3.1017, -4.0969, 0.5469], [-2.9018, -4.6997, -1.8704], [-3.2909, 1.9207, 0.0224], [2.7868, -0.4026, 4.8231], [4.5464, 0.3077, 0.8910], [0.8640, 1.8285, 1.0449], [3.4920, -0.7441, -1.1463], [-1.1503, 0.4748, 1.3884], [-0.3815, 3.7983, 0.9589], [0.1894, 1.3101, -2.4948], [-2.5716, 2.2887, -2.2089], [2.1972, -1.8029, 3.8945], [1.4415, 2.1303, -0.6070], [-1.5519, -2.3939, 1.4865], [-1.0595, -3.7001, -3.2226]],
  "nbo_charge": [-0.23, 1.85, -0.42, -0.82, -0.38, -0.61, -0.66, -0.70, -0.43, 0.08, -0.26, -0.25, -0.25, -0.26, 0.07, -0.25, -0.25, -0.25, -0.25, -0.25, 0.95, -0.07, 0.21, 0.23, 0.23, 0.23, 0.22, 0.23, 0.42, 0.26, 0.26, 0.23, 0.25, 0.45, 0.21, 0.42, 0.21, 0.23, 0.22, 0.23, 0.22, 0.20, 0.23, 0.26],
  "gap_ha": 0.3130,
  "de_lowest_ev": 0.000,
  "max_force_ev_per_a": 1.11,
  "charge": 2,
  "lumo_ev": -6.0
}

---

Entry 5:
{
  "formula": "C13H22Br3FNO2",
  "method": "ωB97M-V with the def2-TZVPD basis set",
  "species": ["Br", "Br", "Br", "F", "O", "O", "N", "C", "C", "C", "C", "C", "C", "C", "C", "C", "C", "C", "C", "C", "H", "H", "H", "H", "H", "H", "H", "H", "H", "H", "H", "H", "H", "H", "H", "H", "H", "H", "H", "H", "H", "H"],
  "positions_angstrom": [[-3.8825, -2.5976, 2.8049], [-3.1488, -5.5901, 2.0298], [-2.5914, -3.2338, -0.0323], [4.8028, -0.6542, -1.2922], [1.7231, -3.6033, -1.6212], [4.0799, -0.6523, -3.3812], [3.6573, -2.4861, -2.0309], [-1.4725, 1.1730, 1.0605], [2.2021, -2.5049, -1.7924], [1.6115, -1.1513, -1.7246], [-3.7281, -3.8744, 1.3709], [-0.3355, 2.9013, -1.2778], [-0.6853, 2.4806, 1.2500], [0.5958, -0.2294, 1.8960], [4.1142, -1.2080, -2.3483], [1.2339, -1.1192, 0.8055], [0.5708, -1.1307, -0.5877], [-0.9325, -0.0467, 1.8349], [0.2946, 2.8041, 0.1157], [-1.6150, 3.7426, -1.3306], [-1.3632, -0.9478, 1.3868], [2.2582, -0.7649, 0.6382], [-1.5818, 4.5769, -0.6225], [-1.3824, 3.3157, 1.3833], [-2.4978, 3.1434, -1.0874], [4.1183, -2.7945, -1.1816], [1.1033, 0.7388, 1.8861], [-1.7746, 4.1621, -2.3280], [0.8146, 3.7443, 0.3406], [-1.5383, 0.9206, -0.0005], [1.3165, -2.1489, 1.1720], [-4.7197, -4.0129, 0.9661], [1.0816, -0.9987, -2.6786], [-0.5528, 1.8900, -1.6363], [-1.3260, -0.0035, 2.8581], [-0.1157, 2.4189, 2.1844], [1.0666, 2.0266, 0.0743], [-0.0849, -2.0183, -0.6430], [-2.5085, 1.3395, 1.3805], [0.8287, -0.6663, 2.8745], [0.4047, 3.2980, -1.9786], [-0.0412, -0.2387, -0.7376]],
  "nbo_charge": [0.08, 0.07, 0.14, -0.39, -0.64, -0.57, -0.76, -0.41, 0.70, -0.81, -0.51, -0.40, -0.41, -0.40, 1.01, -0.42, -0.40, -0.40, -0.40, -0.62, 0.21, 0.21, 0.19, 0.19, 0.20, 0.39, 0.19, 0.20, 0.19, 0.20, 0.19, 0.22, 0.20, 0.21, 0.18, 0.20, 0.22, 0.16, 0.19, 0.19, 0.21, 0.18],
  "gap_ha": 0.1660,
  "de_lowest_ev": 0.000,
  "max_force_ev_per_a": 1.05,
  "charge": -1,
  "lumo_ev": 2.0
}